(1)
Molecular formula: C27H76N4O11
Method: DFT, ωB97M-V/def2-TZVPD

```
118
C27H76N4O11 (ωB97M-V/def2-TZVPD)
N 19.868 -1.382 8.095
C 18.715 -1.085 8.583
N 18.364 -1.939 9.535
O 17.963 -0.081 8.073
H 19.984 -0.980 7.142
H 20.212 -2.354 8.111
H 17.371 -1.958 9.854
H 18.959 -2.779 9.704
N 16.026 -1.444 2.692
C 17.163 -2.065 2.833
N 16.937 -3.351 2.760
O 18.332 -1.508 3.267
H 15.985 -0.394 2.837
H 15.131 -1.896 2.619
H 17.767 -3.944 2.862
H 16.346 -3.670 1.968
C 20.896 3.962 5.667
C 22.327 4.161 5.372
C 22.809 3.328 4.174
O 22.579 5.325 5.159
H 20.524 4.401 6.576
H 20.900 2.949 5.805
H 20.255 4.174 4.809
H 22.954 3.912 6.207
H 22.206 3.718 3.282
H 22.765 2.280 4.351
H 23.871 3.494 3.843
H 23.093 5.655 5.935
C 17.326 6.034 3.705
C 17.766 6.938 2.527
C 16.595 7.679 2.002
O 18.585 7.805 2.875
H 16.703 5.186 3.446
H 16.840 6.611 4.523
H 18.235 5.601 4.182
H 18.196 6.412 1.677
H 15.839 6.973 2.031
H 16.831 8.048 1.016
H 16.376 8.496 2.613
H 19.483 7.628 2.639
C 20.962 -1.325 5.128
C 22.156 -0.433 5.261
C 21.985 0.522 6.467
O 23.202 -1.015 5.332
H 20.865 -2.000 5.931
H 21.061 -2.020 4.341
H 20.042 -0.695 4.957
H 22.136 0.084 4.247
H 22.731 1.344 6.528
H 21.901 0.062 7.415
H 21.066 1.016 6.383
H 23.368 -1.459 4.519
C 14.009 0.944 6.513
C 15.040 -0.145 6.386
C 14.931 -1.164 7.419
O 15.024 -0.644 5.249
H 13.133 0.573 5.969
H 14.372 1.786 5.947
H 13.854 1.346 7.502
H 15.989 0.408 6.656
H 14.034 -1.813 7.292
H 14.808 -0.843 8.376
H 15.948 -1.655 7.533
H 15.905 -1.045 5.197
C 19.849 1.644 2.185
C 19.530 3.102 1.922
C 18.600 3.520 0.785
O 19.106 3.824 2.851
H 19.903 1.161 1.188
H 18.896 1.188 2.502
H 20.723 1.309 2.749
H 20.511 3.488 1.548
H 17.614 2.912 0.754
H 18.980 3.464 -0.188
H 18.254 4.449 0.846
H 19.198 4.732 2.581
C 22.910 1.653 9.771
C 21.853 2.578 9.152
C 20.382 2.100 9.102
O 21.777 3.648 9.790
H 22.468 1.335 10.723
H 23.871 2.151 9.890
H 23.004 0.783 9.094
H 22.025 2.970 8.143
H 19.801 1.856 9.998
H 20.218 1.268 8.485
H 19.651 2.728 8.585
H 22.271 3.667 10.598
C 14.605 3.047 3.233
C 14.872 1.654 2.863
C 14.017 1.182 1.667
O 16.046 1.299 2.651
H 14.924 3.274 4.239
H 13.545 3.171 3.298
H 15.087 3.694 2.461
H 14.583 1.013 3.729
H 13.080 1.516 1.996
H 13.931 0.119 1.675
H 14.430 1.604 0.794
H 16.494 1.910 3.112
C 17.454 4.834 6.972
C 16.397 4.524 8.013
C 16.404 3.020 8.304
O 16.551 5.004 9.154
H 17.170 4.368 6.092
H 18.396 4.425 7.293
H 17.439 5.945 6.924
H 15.360 4.781 7.674
H 17.360 2.614 8.644
H 16.118 2.400 7.374
H 15.679 2.592 9.062
H 16.178 5.851 9.149
C 18.508 1.605 5.272
O 17.666 2.570 4.724
H 19.467 1.744 4.848
H 18.093 0.630 4.981
H 18.454 1.649 6.351
H 18.160 3.184 4.160
```

- HOMO energy: -0.3303 Eh
- SMILES: NC(N)=O.NC(N)=O.CC(C)O.CC(C)O.CC(C)O.CC(C)O.CC(C)O.CC(C)O.CC(C)O.CC(C)O.CO
- Kohn-Sham gap: 9.5 eV
- Spin multiplicity: 1
- Energy: -2120.4958 Ha

Atom charges from the Löwdin analysis, given in e for atoms 1 to 4: number 1, N, carries 0.150; number 2, C, carries -0.631; number 3, N, carries 0.147; number 4, O, carries -0.079

(2)
Molecular formula: C27H78AsF6N12O9
Method: DFT, ωB97M-V/def2-TZVPD

```
133
C27H78AsF6N12O9 (ωB97M-V/def2-TZVPD)
As 8.227 -0.288 -26.275
F 9.105 1.081 -25.504
F 6.969 0.804 -26.752
F 7.371 -1.674 -27.093
F 9.497 -1.507 -25.822
F 7.292 -0.517 -24.758
F 9.059 0.104 -27.838
C 8.234 0.737 -21.498
O 8.357 1.047 -20.351
N 8.183 1.498 -22.531
N 8.091 -0.557 -21.885
H 7.831 1.209 -23.433
H 8.174 2.475 -22.277
H 7.932 -0.694 -22.872
H 8.048 -1.290 -21.191
C 10.209 -1.507 -30.555
O 11.360 -1.189 -30.317
N 9.773 -2.546 -31.175
N 9.155 -0.808 -30.252
H 10.473 -3.168 -31.552
H 8.787 -2.753 -31.243
H 9.161 -0.202 -29.445
H 8.240 -1.095 -30.570
C 4.844 4.185 -28.187
O 5.638 4.992 -28.585
N 5.142 3.074 -27.560
N 3.561 4.269 -28.348
H 6.102 2.946 -27.273
H 4.379 2.648 -27.053
H 3.212 4.983 -28.971
H 3.059 3.467 -27.996
C 15.113 -3.151 -28.872
C 14.584 -3.717 -27.540
C 13.024 -3.936 -27.454
O 12.624 -4.194 -26.150
C 11.223 -4.462 -26.099
N 15.284 -4.965 -27.319
H 14.693 -2.178 -29.130
H 14.813 -3.731 -29.745
H 16.196 -3.203 -28.760
H 14.877 -3.120 -26.677
H 12.689 -4.803 -28.024
H 12.476 -3.013 -27.643
H 10.908 -4.768 -25.101
H 10.859 -5.157 -26.855
H 10.686 -3.513 -26.125
H 16.283 -4.890 -27.190
H 15.122 -5.240 -26.361
C 7.921 -4.853 -27.281
C 6.871 -4.874 -26.200
C 7.540 -4.892 -24.823
O 8.314 -6.090 -24.711
C 8.985 -6.250 -23.511
N 6.002 -3.739 -26.419
H 7.444 -4.872 -28.261
H 8.440 -5.812 -27.260
H 8.530 -3.952 -27.201
H 6.269 -5.764 -26.380
H 6.706 -4.793 -24.128
H 8.154 -3.995 -24.736
H 9.453 -7.233 -23.455
H 8.216 -6.116 -22.751
H 9.788 -5.526 -23.374
H 6.552 -2.914 -26.609
H 5.562 -3.474 -25.549
C 4.203 -0.534 -30.795
C 4.542 -1.931 -30.215
C 6.102 -2.129 -30.215
O 6.886 -2.138 -31.375
C 6.314 -3.170 -32.195
N 3.872 -1.947 -28.959
H 4.587 -0.488 -31.814
H 4.706 0.273 -30.263
H 3.145 -0.289 -30.886
H 4.063 -2.700 -30.822
H 6.200 -3.067 -29.668
H 6.530 -1.356 -29.578
H 6.980 -3.256 -33.054
H 5.347 -2.840 -32.574
H 5.965 -4.083 -31.712
H 3.672 -2.906 -28.714
H 4.610 -1.686 -28.321
C 12.723 1.575 -28.719
C 12.870 0.874 -27.442
C 12.496 1.661 -26.133
O 13.196 2.827 -25.821
C 14.517 2.705 -25.403
N 12.006 -0.275 -27.538
H 13.133 0.968 -29.526
H 13.270 2.499 -28.907
H 11.754 1.718 -29.196
H 13.887 0.515 -27.287
H 12.492 0.972 -25.289
H 11.522 2.139 -26.232
H 15.283 2.652 -26.177
H 14.628 1.776 -24.844
H 14.649 3.534 -24.707
H 12.008 -0.735 -28.437
H 11.076 0.036 -27.295
C 6.884 1.929 -32.234
C 6.964 3.021 -31.092
C 7.904 2.637 -29.910
O 8.077 3.797 -29.139
C 8.813 3.628 -27.933
N 7.438 4.249 -31.695
H 6.508 2.368 -33.158
H 6.300 1.016 -32.112
H 7.927 1.706 -32.456
H 5.929 3.159 -30.778
H 8.837 2.281 -30.348
H 7.327 1.861 -29.407
H 8.422 2.838 -27.291
H 8.778 4.527 -27.317
H 9.853 3.389 -28.154
H 8.386 4.118 -32.019
H 6.972 4.400 -32.578
C 3.771 -0.105 -26.128
C 3.469 1.002 -25.172
C 4.541 1.311 -24.192
O 3.871 2.072 -23.148
C 4.670 2.511 -22.054
N 3.107 2.177 -25.854
H 2.861 -0.238 -26.713
H 3.953 -1.069 -25.652
H 4.705 0.087 -26.656
H 2.614 0.674 -24.581
H 5.366 1.885 -24.613
H 4.887 0.392 -23.717
H 5.457 3.196 -22.371
H 5.168 1.591 -21.748
H 4.204 2.955 -21.174
H 2.118 2.041 -26.004
H 2.948 2.874 -25.141
```

- HOMO energy: -0.2183 Eh
- Total charge: -1
- Kohn-Sham gap: 8.1 eV
- Spin multiplicity: 1
- Energy: -5244.8220 Ha

Atom charges from the Löwdin analysis, given in e for atoms 1 to 4: number 1, As, carries 0.973; number 2, F, carries -0.258; number 3, F, carries -0.250; number 4, F, carries -0.281

(3)
Molecular formula: C27H78AsF8N7O15S2V
Method: DFT, ωB97M-V/def2-TZVPD

```
139
C27H78AsF8N7O15S2V (ωB97M-V/def2-TZVPD)
O -5.027 1.520 0.258
V -3.975 2.431 1.074
O -3.794 1.853 2.564
As 2.126 3.759 4.391
F 0.523 3.074 3.963
F 1.500 3.926 6.095
F 3.749 4.345 5.089
F 2.787 3.740 2.713
F 1.465 5.388 3.937
F 2.578 2.041 4.685
N -1.129 1.276 -0.627
S -0.521 -0.311 -0.649
O 0.631 -0.607 0.159
O -0.660 -1.094 -1.920
F -1.682 -0.973 0.245
S -0.139 1.712 -1.747
O -0.542 1.485 -3.117
O 1.245 1.665 -1.398
F -0.456 3.275 -1.621
C 3.244 7.600 -0.884
O 3.578 7.936 -2.268
H 4.017 7.075 -0.324
H 3.171 8.588 -0.429
H 2.319 7.058 -0.685
H 3.699 7.062 -2.646
C -5.075 4.526 -3.665
O -4.831 5.085 -2.421
H -5.827 3.748 -3.534
H -5.416 5.225 -4.430
H -4.184 4.002 -4.012
H -4.485 5.963 -2.597
C 0.843 -6.108 -0.161
O 0.873 -5.732 1.188
H 1.790 -6.569 -0.439
H 0.016 -6.779 -0.395
H 0.804 -5.177 -0.726
H 0.461 -6.434 1.698
C -1.021 -6.159 -5.699
C 0.016 -7.309 -5.862
C -0.616 -8.347 -6.881
O 0.380 -9.291 -7.257
C -0.250 -10.476 -7.734
N 1.227 -6.719 -6.418
H -2.031 -6.538 -5.541
H -1.135 -5.445 -6.515
H -0.722 -5.531 -4.860
H 0.235 -7.780 -4.904
H -1.035 -7.931 -7.797
H -1.442 -8.806 -6.338
H -0.879 -10.152 -8.564
H -0.836 -10.855 -6.897
H 0.392 -11.272 -8.111
H 1.726 -6.097 -5.798
H 1.821 -7.486 -6.699
C -3.528 7.807 3.238
C -4.148 6.409 2.925
C -5.561 6.450 2.331
O -5.893 5.090 2.029
C -7.265 5.013 1.632
N -3.217 5.872 1.959
H -3.769 8.669 2.617
H -2.448 7.836 3.382
H -3.781 8.071 4.265
H -4.209 5.722 3.769
H -5.541 6.990 1.385
H -6.225 6.891 3.074
H -7.874 5.062 2.535
H -7.533 4.073 1.149
H -7.666 5.741 0.927
H -2.364 5.805 2.497
H -2.896 6.703 1.483
C -0.095 6.499 -7.352
C 1.040 6.320 -6.280
C 2.480 5.855 -6.774
O 3.251 5.511 -5.671
C 4.630 5.234 -5.992
N 1.063 7.623 -5.552
H -0.999 6.760 -6.802
H -0.244 5.495 -7.749
H 0.016 7.278 -8.106
H 0.594 5.615 -5.579
H 2.900 6.689 -7.337
H 2.447 5.042 -7.499
H 5.127 6.116 -6.395
H 4.735 4.493 -6.784
H 5.160 4.875 -5.110
H 0.539 7.575 -4.689
H 1.981 7.766 -5.156
C 6.946 1.936 0.332
C 6.821 0.978 1.569
C 7.321 1.531 2.929
O 6.910 0.664 4.016
C 7.320 1.193 5.226
N 5.486 0.484 1.505
H 7.932 2.399 0.360
H 6.306 2.802 0.499
H 6.744 1.500 -0.646
H 7.500 0.171 1.295
H 6.905 2.531 3.057
H 8.407 1.605 2.888
H 7.580 0.412 5.941
H 6.645 1.898 5.710
H 8.248 1.749 5.090
H 4.965 1.294 1.809
H 5.353 0.322 0.518
C -2.024 -1.733 6.739
C -0.545 -1.541 6.563
C 0.232 -1.564 7.850
O 1.626 -1.488 7.653
C 2.377 -0.784 8.686
N -0.235 -2.728 5.789
H -2.371 -0.887 7.332
H -2.378 -2.601 7.296
H -2.545 -1.768 5.782
H -0.380 -0.610 6.019
H -0.013 -2.368 8.543
H -0.115 -0.679 8.385
H 2.186 -1.386 9.575
H 2.145 0.259 8.902
H 3.455 -0.882 8.556
H -0.934 -2.668 5.063
H -0.481 -3.498 6.396
C -3.939 -7.173 1.184
C -3.456 -8.487 1.829
C -2.904 -9.575 0.956
O -3.912 -10.155 0.147
C -3.734 -9.856 -1.255
N -2.492 -8.162 2.822
H -4.200 -6.454 1.961
H -4.836 -7.328 0.584
H -3.216 -6.642 0.565
H -4.357 -8.910 2.273
H -2.587 -10.334 1.672
H -2.020 -9.292 0.385
H -3.802 -8.795 -1.494
H -4.501 -10.447 -1.754
H -2.847 -10.356 -1.643
H -2.945 -7.976 3.705
H -1.855 -8.930 2.976
```

- HOMO energy: -0.2251 Eh
- Total charge: -1
- Kohn-Sham gap: 3.6 eV
- Spin multiplicity: 1
- Energy: -7362.1747 Ha

Atom charges from the Löwdin analysis, given in e for atoms 1 to 4: number 1, O, carries -0.249; number 2, V, carries 1.238; number 3, O, carries -0.219; number 4, As, carries 0.950